82
Properties=species:S:1:pos:R:3 method="wB97M-V/def2-TZVPD" homo_lumo_gap_ev=4.28 de_lowest_kj_mol=110.1 total_charge=+1
C 4.2845 0.3720 4.7419
C 3.8719 1.6035 4.2124
C 2.6164 1.7357 3.6343
C 1.7170 0.6415 3.5962
C 0.3997 0.7890 3.0361
C -0.6342 -0.0929 3.3534
N -1.8582 0.2529 3.7998
C -2.7171 -0.8089 4.3304
C -4.1963 -0.4830 4.1739
C -4.5233 0.8860 4.7645
C -3.5640 1.9934 4.3349
C -2.0894 1.5832 4.3593
C 2.1321 -0.5872 4.1744
C 3.4056 -0.7225 4.7163
H 5.2750 0.2731 5.1870
H 4.5427 2.4631 4.2453
H 2.2940 2.6843 3.1987
H 0.1729 1.6969 2.4711
H -0.4689 -1.1768 3.2647
H -2.4755 -1.7441 3.8135
H -2.5089 -0.9433 5.4079
H -4.4839 -0.5350 3.1170
H -4.7757 -1.2499 4.6979
H -5.5481 1.1701 4.5053
H -4.4731 0.8030 5.8575
H -3.8179 2.3550 3.3319
H -3.6734 2.8430 5.0160
H -1.7504 1.5945 5.4150
H -1.4712 2.3050 3.8115
H 1.4209 -1.4161 4.1964
H 3.7112 -1.6780 5.1469
C -1.2923 0.9770 -5.9423
N -1.0750 0.3009 -4.6868
C -1.9187 -0.6876 -4.2645
O -2.9237 -1.0716 -4.8570
C -1.3893 -1.1877 -2.9213
C -0.9376 -2.6512 -2.9960
C -2.1123 -3.5729 -3.2312
C -2.1434 -4.4230 -4.3424
C -3.3108 -5.1277 -4.6474
C -4.4348 -5.0207 -3.8178
C -4.3681 -4.2396 -2.6561
C -3.2029 -3.5276 -2.3586
N -0.3153 -0.2337 -2.6350
C 0.3049 -0.2133 -1.4455
C 1.4085 0.5840 -1.1818
C 1.9865 0.7460 0.0645
C 3.2782 1.3738 0.1811
C 4.2220 0.9291 1.1353
C 5.4487 1.5520 1.2918
C 5.8166 2.5812 0.4118
C 7.0279 3.3217 0.5889
N 7.9773 3.9968 0.7091
C 4.9572 2.9421 -0.6348
C 3.6922 2.3877 -0.7240
C -0.0026 0.6566 -3.7655
C 1.3603 0.3537 -4.4032
C -0.0896 2.1476 -3.4153
H -2.1879 0.5600 -6.4076
H -1.4350 2.0512 -5.7819
H -0.4348 0.8476 -6.6138
H -2.1885 -1.0816 -2.1669
H -0.2122 -2.7591 -3.8174
H -0.4263 -2.9118 -2.0551
H -1.2602 -4.4858 -4.9826
H -3.3472 -5.7460 -5.5474
H -5.3572 -5.5507 -4.0690
H -5.2295 -4.1632 -1.9885
H -3.1459 -2.8960 -1.4672
H -0.0865 -0.8883 -0.6780
H 1.8979 1.0744 -2.0211
H 1.5307 0.2766 0.9326
H 3.9373 0.0903 1.7717
H 6.1184 1.2592 2.1021
H 5.2867 3.6863 -1.3639
H 3.0021 2.7402 -1.4936
H 1.3452 -0.6339 -4.8794
H 1.5786 1.1175 -5.1595
H 2.1709 0.3628 -3.6730
H -1.1164 2.4054 -3.1272
H 0.5752 2.4053 -2.5899
H 0.2065 2.7387 -4.2903